DFT (ωB97M-V/def2-TZVPD) results for a 10-piece molecular cluster, C36H44Cl6F4O3 overall.

Each atom is followed by the atoms it is bonded to, with distances in Å.
Atoms and positions in Å:
1 Cl -7.773 -4.815 -3.948  C14 1.763
2 Cl -1.852 -0.192 1.543  C45 1.790
3 Cl -5.160 -3.446 -3.995  C14 1.765
4 Cl -0.553 -1.728 -0.586  C45 1.841
5 Cl -4.363 3.917 -0.849  C34 1.783
6 Cl -4.146 5.659 -3.266  C34 1.834
7 F 5.922 -0.281 2.543  C49 1.327
8 F 2.799 8.052 5.054  C28 1.312
9 F 9.225 -4.608 -0.550  C37 1.357
10 F 2.383 7.087 -2.487  C31 1.373
11 O -3.982 -7.880 2.645  C39 1.174
12 O -7.355 -0.583 1.111  C30 1.211
13 O -0.504 -0.724 -7.482  C47 1.202
14 C -6.845 -3.430 -4.523  Cl1 1.763, Cl3 1.765, H78 1.090, H79 1.090
15 C 2.165 6.010 4.034  C25 1.383, C28 1.430, H68 1.080
16 C 1.084 6.848 6.080  C28 1.395, C38 1.337, H89 1.080
17 C 0.309 4.857 5.099  C25 1.412, C38 1.381, H91 1.080
18 C 5.937 -4.015 -1.956  C22 1.389, C29 1.368, H86 1.080
19 C 3.978 5.255 -2.501  C31 1.414, C36 1.411, H54 1.080
20 C 6.535 -2.475 5.362  C24 1.400, C42 1.390, H60 1.080
21 C 4.423 -1.794 3.642  C43 1.382, C49 1.414, H55 1.080
22 C 6.295 -3.713 -3.264  C18 1.389, C40 1.371, H59 1.080
23 C 3.097 3.040 -2.118  C36 1.371, C48 1.417, H65 1.080
24 C 6.746 -1.490 4.390  C20 1.400, C49 1.424, H73 1.080
25 C 1.260 4.965 4.060  C15 1.383, C17 1.412, H52 1.080
26 C 8.592 -3.953 -2.796  C37 1.405, C40 1.360, H63 1.080
27 C -8.483 1.434 1.711  C30 1.547, H51 1.090, H72 1.090, H75 1.090
28 C 2.058 6.970 5.089  F8 1.312, C15 1.430, C16 1.395
29 C 6.934 -4.404 -1.104  C18 1.368, C37 1.397, H77 1.080
30 C -8.036 -0.029 1.944  O12 1.211, C27 1.547, C46 1.536
31 C 2.671 5.757 -2.299  F10 1.373, C19 1.414, C41 1.404
32 C -1.442 1.203 -8.484  C47 1.513, H87 1.090, H88 1.090, H92 1.090
33 C -2.442 -6.509 1.512  C39 1.531, H57 1.090, H64 1.090, H80 1.090
34 C -5.259 4.673 -2.192  Cl5 1.783, Cl6 1.834, H50 1.090, H62 1.090
35 C -1.565 0.788 -5.965  C47 1.506, H70 1.090, H81 1.090, H90 1.090
36 C 4.164 3.863 -2.372  C19 1.411, C23 1.371, H71 1.080
37 C 8.278 -4.294 -1.470  F9 1.357, C26 1.405, C29 1.397
38 C 0.235 5.815 6.090  C16 1.337, C17 1.381, H66 1.080
39 C -3.678 -6.778 2.373  O11 1.174, C33 1.531, C44 1.520
40 C 7.599 -3.696 -3.689  C22 1.371, C26 1.360, H61 1.080
41 C 1.598 4.887 -2.054  C31 1.404, C48 1.367, H82 1.080
42 C 5.303 -3.110 5.459  C20 1.390, C43 1.382, H83 1.080
43 C 4.264 -2.763 4.615  C21 1.382, C42 1.382, H93 1.080
44 C -4.541 -5.581 2.738  C39 1.520, H53 1.090, H58 1.090, H67 1.090
45 C -2.177 -1.259 0.143  Cl2 1.790, Cl4 1.841, H56 1.090, H85 1.090
46 C -8.370 -0.713 3.279  C30 1.536, H74 1.090, H76 1.090, H84 1.090
47 C -1.100 0.307 -7.314  O13 1.202, C32 1.513, C35 1.506
48 C 1.774 3.533 -1.993  C23 1.417, C41 1.367, H69 1.080
49 C 5.694 -1.196 3.476  F7 1.327, C21 1.414, C24 1.424
50 H -5.809 3.953 -2.797  C34 1.090
51 H -7.798 1.962 1.048  C27 1.090
52 H 1.303 4.208 3.291  C25 1.080
53 H -5.293 -5.324 1.992  C44 1.090
54 H 4.784 5.924 -2.765  C19 1.080
55 H 3.571 -1.530 3.033  C21 1.080
56 H -2.830 -2.091 0.402  C45 1.090
57 H -1.589 -6.264 2.145  C33 1.090
58 H -5.128 -5.765 3.638  C44 1.090
59 H 5.564 -3.344 -3.969  C22 1.080
60 H 7.360 -2.799 5.980  C20 1.080
61 H 7.896 -3.495 -4.708  C40 1.080
62 H -6.004 5.289 -1.688  C34 1.090
63 H 9.626 -3.870 -3.097  C26 1.080
64 H -2.128 -7.361 0.908  C33 1.090
65 H 3.351 2.010 -1.918  C23 1.080
66 H -0.550 5.766 6.830  C38 1.080
67 H -3.896 -4.715 2.883  C44 1.090
68 H 2.891 6.093 3.239  C15 1.080
69 H 0.928 2.897 -1.776  C48 1.080
70 H -1.516 -0.007 -5.221  C35 1.090
71 H 5.126 3.394 -2.518  C36 1.080
72 H -9.495 1.469 1.306  C27 1.090
73 H 7.735 -1.119 4.166  C24 1.080
74 H -8.139 -1.778 3.279  C46 1.090
75 H -8.421 1.945 2.671  C27 1.090
76 H -7.741 -0.185 3.995  C46 1.090
77 H 6.717 -4.660 -0.078  C29 1.080
78 H -6.846 -3.354 -5.610  C14 1.090
79 H -7.322 -2.540 -4.113  C14 1.090
80 H -2.571 -5.679 0.818  C33 1.090
81 H -0.975 1.641 -5.631  C35 1.090
82 H 0.613 5.300 -1.894  C41 1.080
83 H 5.267 -3.954 6.132  C42 1.080
84 H -9.413 -0.596 3.574  C46 1.090
85 H -2.770 -0.713 -0.591  C45 1.090
86 H 4.914 -3.998 -1.609  C18 1.080
87 H -0.719 2.015 -8.408  C32 1.090
88 H -2.493 1.491 -8.528  C32 1.090
89 H 1.026 7.610 6.843  C16 1.080
90 H -2.566 1.160 -6.187  C35 1.090
91 H -0.430 4.072 5.033  C17 1.080
92 H -1.223 0.728 -9.440  C32 1.090
93 H 3.296 -3.242 4.606  C43 1.080

The spin multiplicity is 1. The LUMO energy is 0.05 eV. Its calculated total energy is -4784.4058 hartree. The value obtained for the HOMO energy is -0.331 Ha. As for the SMILES: Fc1ccccc1.Fc1ccccc1.Fc1ccccc1.Fc1ccccc1.CC(C)=O.CC(C)=O.CC(C)=O.ClCCl.ClCCl.ClCCl. As for the net charge: 0.